Record 1
Here is a molecular structure, CHLiOTl at a distorted geometry from the Open Molecules 2025 dataset. Energies are from wB97M-V/def2-TZVPD.

Properties
HOMO (alpha / beta) ... -6.94 / -6.94 eV
LUMO energy (alpha / beta) ... -1.0 / -1.2 eV
2S+1 ... 2
HOMO-LUMO gap (alpha / beta) ... 5.96 / 5.79 eV
Expectation value of S² ... 0.753

Last column: Mulliken spin population.
Positions of all 5 atoms, in Å:
H (-0.9879, 2.8234, 1.4665)  0.003
O (0.4182, -0.7415, -0.1812)  0.105
C (-0.3919, -0.8571, -1.0989)  0.593
Li (-0.6179, 1.2185, 0.8924)  0.001
Tl (1.5795, -2.4433, -1.0788)  0.298

=====

Record 2
Here is a molecular structure, C9H26N5NaO12 at a distorted geometry from the Open Molecules 2025 dataset. Energies are from wB97M-V/def2-TZVPD.

Properties
HOMO ... -0.46 eV
LUMO energy ... 4.0 eV
HOMO-LUMO gap ... 4.47 eV
Total charge ... -2

Last column: Mulliken charge in e.
Positions of all 53 atoms, in Å:
Na (-12.0662, 5.1585, -17.6794)  1.570
N (-9.7358, 3.8921, -17.6708)  0.600
O (-8.6284, 3.9809, -18.1927)  -0.891
O (-10.1339, 2.7577, -17.3537)  -0.525
O (-10.2624, 4.9528, -17.3593)  -0.346
N (-12.3514, 2.7264, -18.9390)  0.895
O (-11.8311, 2.2858, -17.9724)  -0.559
O (-12.8445, 2.0353, -19.8015)  -0.965
O (-12.2323, 3.8685, -19.2020)  -0.617
N (-12.4234, 3.3070, -15.7826)  0.890
O (-12.1800, 4.4859, -15.9059)  -0.605
O (-11.4910, 2.5334, -15.9878)  -0.605
O (-13.5081, 2.9154, -15.3896)  -0.806
C (-14.5806, 5.1536, -16.5601)  -1.228
C (-14.5396, 4.3303, -17.7850)  0.717
C (-15.9548, 3.9800, -18.3919)  -1.161
O (-16.7704, 3.1382, -17.5360)  -0.428
C (-16.2029, 1.8281, -17.3197)  -0.565
N (-13.7360, 5.0844, -18.6564)  -0.532
H (-15.1293, 6.0795, -16.7325)  0.383
H (-13.5895, 5.5187, -16.2908)  -0.069
H (-14.9506, 4.6092, -15.6912)  0.318
H (-14.0234, 3.3879, -17.6021)  -0.342
H (-15.8683, 3.5612, -19.3945)  0.389
H (-16.6835, 4.7809, -18.5174)  0.334
H (-16.9426, 1.1121, -16.9617)  0.294
H (-15.3602, 1.8222, -16.6284)  0.129
H (-15.8446, 1.4106, -18.2607)  0.256
H (-14.2356, 5.8545, -19.0776)  0.284
H (-13.6389, 4.5667, -19.5182)  0.440
C (-10.1496, 6.9091, -16.1528)  -1.719
C (-11.5755, 7.2396, -15.8262)  -0.244
C (-12.1684, 8.5377, -16.4897)  -0.459
O (-13.5850, 8.5075, -16.3491)  -0.359
C (-14.2693, 9.2933, -17.3084)  -0.880
N (-12.4442, 6.2027, -16.2599)  0.131
H (-10.1207, 6.9618, -17.2411)  0.119
H (-9.8492, 5.9748, -15.6784)  0.237
H (-9.5752, 7.7301, -15.7237)  0.592
H (-11.7679, 7.3565, -14.7598)  0.468
H (-11.9508, 8.5327, -17.5578)  -0.028
H (-11.7363, 9.4667, -16.1177)  0.415
H (-13.9496, 10.3328, -17.3813)  0.381
H (-15.3468, 9.2213, -17.1604)  0.319
H (-14.2091, 8.9003, -18.3233)  0.278
H (-13.3292, 6.5775, -15.9494)  0.078
H (-12.2777, 5.3778, -15.7014)  1.122
C (-10.9651, 6.8278, -19.3456)  -0.904
O (-11.9520, 5.8092, -19.4767)  -0.307
H (-10.1745, 6.5972, -18.6315)  0.692
H (-10.4649, 7.0150, -20.2958)  0.356
H (-11.5174, 7.7568, -19.2040)  0.177
H (-11.5145, 5.1064, -19.9627)  0.281

=====

Record 3
Here is a molecular structure, C16H26OTc from the Open Molecules 2025 dataset. Energies are from wB97M-V/def2-TZVPD.

Properties
HOMO (alpha / beta) ... -24.69 / -24.69 eV
Energy above the lowest of the compared OMol25 structures with the same formula, charge and spin ... 0.000 eV
LUMO energy (alpha / beta) ... -18.4 / -18.2 eV
2S+1 ... 4
HOMO-LUMO gap (alpha / beta) ... 6.33 / 6.46 eV
Expectation value of S² ... 4.058
Total charge ... +4

Last column: Mulliken spin population.
Positions of all 44 atoms, in Å:
Tc (-0.2396, 0.0092, -0.2738)  3.400
C (-2.7485, 1.1167, -2.2032)  -0.018
C (-1.3691, 0.5551, -2.2872)  -0.141
C (-0.2325, 1.4439, -2.2755)  -0.051
C (-0.4132, 2.9106, -2.3905)  0.037
C (1.0859, 0.8877, -2.0776)  -0.165
C (2.2498, 1.7852, -1.8539)  -0.036
C (1.2930, -0.5431, -2.2153)  -0.030
C (2.6501, -1.0936, -2.3669)  0.028
C (0.1424, -1.4171, -2.1552)  -0.177
C (0.3345, -2.8872, -2.0024)  -0.010
C (-1.1803, -0.8740, -2.3487)  -0.059
C (-2.3389, -1.7833, -2.5201)  0.030
H (-3.1184, 1.2900, -3.2295)  -0.013
H (-2.7814, 2.0837, -1.7024)  -0.006
H (-3.4574, 0.4306, -1.7404)  -0.006
H (-0.4549, 3.4009, -1.4048)  -0.008
H (-1.3321, 3.1633, -2.9177)  0.003
H (0.4334, 3.3593, -2.9159)  -0.001
H (2.6365, 2.0800, -2.8463)  -0.015
H (3.0740, 1.2980, -1.3354)  -0.008
H (1.9821, 2.7129, -1.3496)  -0.004
H (3.1048, -1.3172, -1.3856)  -0.022
H (3.3189, -0.3833, -2.8560)  -0.001
H (2.6377, -2.0375, -2.9150)  -0.001
H (0.4167, -3.3283, -3.0109)  -0.013
H (-0.5150, -3.3771, -1.5276)  -0.004
H (1.2525, -3.1425, -1.4755)  -0.005
H (-2.7292, -2.1423, -1.5535)  -0.008
H (-2.0455, -2.6764, -3.0768)  0.000
H (-3.1624, -1.2949, -3.0393)  0.003
C (0.8213, -0.4000, 3.9241)  0.005
C (-0.4609, 0.4339, 3.9483)  0.003
C (-1.1504, 0.0750, 2.6673)  0.015
O (0.0733, -0.0439, 1.6291)  0.232
C (1.4079, -0.1527, 2.5742)  0.041
H (0.6262, -1.4597, 4.0911)  0.001
H (1.5288, -0.0573, 4.6864)  0.002
H (-0.2592, 1.5038, 4.0103)  0.001
H (-1.1021, 0.1556, 4.7900)  0.000
H (-1.8091, 0.8347, 2.2441)  0.002
H (-1.5742, -0.9275, 2.6524)  0.004
H (1.8467, 0.8328, 2.4347)  0.000
H (1.9756, -0.9594, 2.1177)  -0.006